# 1
This record from the OMol25 dataset describes 9 unconnected molecules or ions with the total composition C45H96Cl2F6O22 in a non-equilibrium geometry. The level of theory is the ωB97M-V functional and the def2-TZVPD basis.

Each line ends with the Mulliken charge.
Cartesian coordinates (Å):
C1 3.638 -1.844 2.618  -0.56
O1 3.775 -0.856 1.555  0.44
C2 3.143 -1.196 0.314  0.57
C3 3.953 -0.451 -0.794  -1.14
O2 5.365 -0.751 -0.691  -0.41
C4 5.765 -1.983 -1.223  0.32
C5 6.296 -1.847 -2.635  -0.75
O3 5.209 -1.541 -3.469  0.13
C6 5.668 -1.061 -4.700  -0.91
H1 4.348 -2.615 2.443  0.37
H2 2.589 -2.253 2.575  -0.33
H3 3.931 -1.443 3.576  0.30
H4 2.161 -0.793 0.415  0.26
H5 3.124 -2.254 0.144  -0.94
H6 3.917 0.571 -0.615  0.75
H7 3.604 -0.855 -1.740  0.40
H8 4.915 -2.768 -1.036  -0.49
H9 6.518 -2.313 -0.566  0.46
H10 6.794 -2.750 -3.006  0.34
H11 6.968 -0.943 -2.681  0.43
H12 6.299 -1.758 -5.262  0.28
H13 6.207 -0.165 -4.499  0.29
H14 4.796 -0.822 -5.383  0.13
C7 -4.936 -5.313 5.150  -0.82
O4 -4.627 -3.991 4.847  -0.13
C8 -5.166 -2.935 5.693  -0.91
C9 -4.720 -1.636 5.120  0.46
O5 -3.415 -1.267 5.462  -0.34
C10 -2.955 -0.205 4.653  0.38
C11 -1.470 0.055 4.852  -0.67
O6 -1.248 0.697 6.066  -0.45
C12 0.037 1.123 6.150  -0.57
H15 -4.383 -5.945 4.432  0.21
H16 -6.058 -5.592 5.053  0.24
H17 -4.670 -5.487 6.184  0.37
H18 -4.727 -3.107 6.708  0.35
H19 -6.185 -2.911 5.613  0.50
H20 -5.371 -0.791 5.490  0.24
H21 -4.844 -1.712 4.039  -0.27
H22 -3.514 0.742 4.866  0.23
H23 -3.048 -0.444 3.619  -0.24
H24 -1.151 0.649 3.993  0.34
H25 -0.800 -0.804 4.847  0.39
H26 0.045 1.850 7.013  0.36
H27 0.379 1.704 5.281  0.09
H28 0.788 0.364 6.306  0.30
C13 -1.653 2.390 -3.390  -0.82
O7 -2.444 3.288 -2.669  -0.38
C14 -1.955 4.601 -2.656  -0.35
C15 -2.954 5.564 -2.127  -0.93
O8 -3.071 5.297 -0.701  -0.04
C16 -4.143 5.770 0.032  -1.08
C17 -5.237 4.754 0.380  0.50
O9 -5.911 4.402 -0.796  -0.35
C18 -6.774 3.339 -0.544  0.00
H29 -2.077 1.378 -3.445  0.37
H30 -0.637 2.221 -2.967  0.11
H31 -1.543 2.741 -4.381  0.54
H32 -1.633 4.843 -3.641  0.70
H33 -1.106 4.589 -2.033  0.16
H34 -3.970 5.477 -2.589  0.32
H35 -2.560 6.549 -2.220  0.39
H36 -4.693 6.651 -0.437  0.28
H37 -3.687 6.120 0.962  0.39
H38 -5.937 5.270 1.074  0.39
H39 -4.823 3.848 0.809  -0.27
H40 -7.605 3.641 0.031  0.36
H41 -6.257 2.502 -0.100  -0.18
H42 -7.185 2.979 -1.490  0.33
C19 -5.318 1.215 2.251  -0.49
O10 -5.273 -0.183 2.104  -0.28
C20 -4.667 -0.554 0.880  -0.14
C21 -4.611 -2.085 0.809  -0.38
O11 -5.864 -2.627 0.832  -0.37
C22 -5.750 -3.989 1.348  0.00
C23 -7.154 -4.592 1.220  -0.68
O12 -7.561 -4.547 -0.139  -0.27
C24 -8.047 -5.778 -0.683  -0.78
H43 -5.851 1.424 3.207  0.35
H44 -5.851 1.716 1.419  -0.16
H45 -4.314 1.700 2.284  0.01
H46 -3.665 -0.112 0.702  0.06
H47 -5.382 -0.041 0.200  0.37
H48 -3.915 -2.446 1.605  0.08
H49 -3.980 -2.449 -0.078  0.37
H50 -5.398 -3.856 2.359  0.10
H51 -5.032 -4.577 0.696  0.18
H52 -7.909 -4.033 1.769  0.32
H53 -7.123 -5.593 1.680  0.43
H54 -7.378 -6.696 -0.613  0.29
H55 -8.137 -5.641 -1.710  0.29
H56 -9.045 -5.979 -0.243  0.30
C25 0.441 -2.667 -3.490  -0.71
O13 0.881 -1.337 -3.464  0.00
C26 0.992 -0.780 -4.697  -1.26
C27 1.387 0.671 -4.545  -0.18
O14 2.754 0.741 -4.503  0.04
C28 3.232 2.097 -4.532  -0.46
C29 4.732 2.081 -4.804  -0.50
O15 4.989 1.379 -6.001  -0.35
C30 6.264 1.841 -6.539  -0.89
H57 -0.337 -2.712 -4.337  0.36
H58 0.008 -2.919 -2.535  0.24
H59 1.270 -3.440 -3.598  0.15
H60 0.011 -0.913 -5.139  0.58
H61 1.646 -1.167 -5.349  0.49
H62 0.907 1.064 -3.588  -0.23
H63 1.038 1.235 -5.369  0.61
H64 3.138 2.515 -3.545  -0.02
H65 2.638 2.741 -5.261  0.39
H66 5.203 1.568 -3.898  -0.02
H67 5.103 3.096 -4.883  0.74
H68 6.360 2.878 -6.586  0.39
H69 6.369 1.427 -7.545  0.27
H70 7.076 1.467 -5.925  0.33
C31 -0.318 -1.962 2.186  -0.11
O16 0.542 -3.044 2.381  -0.14
C32 -0.039 -4.308 2.679  -0.40
C33 0.841 -5.516 2.468  -0.74
O17 1.049 -5.698 1.062  -0.45
C34 2.228 -4.987 0.599  0.38
C35 2.349 -5.020 -0.880  -0.41
O18 3.719 -4.679 -1.243  -0.39
C36 3.962 -4.718 -2.631  -0.69
H71 -0.845 -2.095 1.217  0.28
H72 0.383 -1.169 2.054  -0.26
H73 -1.027 -1.734 2.985  0.05
H74 -0.963 -4.440 2.111  0.42
H75 -0.292 -4.254 3.810  0.26
H76 0.287 -6.461 2.739  0.34
H77 1.776 -5.457 3.018  0.34
H78 3.167 -5.404 0.955  0.19
H79 2.167 -3.927 0.927  -0.10
H80 1.586 -4.451 -1.413  -0.01
H81 2.220 -6.097 -1.151  0.47
H82 3.922 -5.671 -3.095  0.46
H83 4.977 -4.512 -2.747  0.21
H84 3.343 -3.914 -3.084  0.15
C37 6.934 0.044 3.349  -1.23
C38 6.179 1.034 2.507  0.18
O19 4.955 1.208 3.203  -0.15
C39 4.122 2.125 2.766  0.04
O20 4.305 2.960 1.940  -0.56
C40 2.779 1.863 3.537  1.11
F1 3.059 2.044 4.869  -0.31
F2 1.949 2.782 3.109  -0.24
F3 2.171 0.720 3.315  -0.06
H85 6.398 -0.952 3.424  0.22
H86 6.983 0.519 4.345  0.35
H87 7.923 -0.169 2.876  0.37
H88 5.937 0.590 1.539  -0.09
H89 6.752 1.977 2.442  0.41
C41 0.277 7.626 -3.935  -0.76
C42 1.631 6.962 -3.951  -0.49
O21 1.536 5.891 -2.898  -0.11
C43 2.682 5.444 -2.336  0.24
O22 3.747 5.749 -2.734  -0.55
C44 2.332 4.624 -1.022  0.79
F4 1.476 5.288 -0.236  -0.23
F5 1.642 3.482 -1.287  -0.06
F6 3.466 4.304 -0.398  -0.19
H90 0.196 8.444 -4.716  0.40
H91 0.149 8.030 -2.931  0.26
H92 -0.572 6.851 -4.096  0.04
H93 2.463 7.629 -3.683  0.37
H94 1.951 6.500 -4.840  0.34
C45 -1.284 2.915 0.945  0.46
Cl1 -0.936 1.178 0.798  0.04
Cl2 -2.126 3.354 2.474  -0.24
H95 -0.314 3.460 1.017  0.09
H96 -1.764 3.333 0.013  -0.31

The calculation puts the total energy at -134603.3630 eV.

# 2
This record from the OMol25 dataset describes a molecular structure, C36H55BeN4OP2Se in a non-equilibrium geometry. The level of theory is the ωB97M-V functional and the def2-TZVPD basis.

Each line ends with the Mulliken charge.
Cartesian coordinates (Å):
C1 1.229 2.531 -1.323  0.14
C2 -0.071 1.237 -2.826  0.17
C3 1.473 3.494 -2.292  -0.76
C4 0.058 2.281 -3.796  -1.15
C5 0.847 3.375 -3.542  -0.93
H1 2.130 4.319 -2.037  0.51
H2 -0.430 2.119 -4.745  0.54
H3 1.017 4.149 -4.290  0.43
N1 0.500 1.408 -1.563  1.86
P1 0.501 2.037 1.258  1.31
P2 -0.477 -1.360 -1.979  1.38
C6 1.778 2.682 0.090  -1.83
H4 2.688 2.073 0.195  0.61
H5 2.020 3.726 0.318  0.81
C7 -0.069 -1.185 1.176  0.23
O1 -0.037 -1.967 2.030  -0.44
C8 -0.680 0.004 -3.102  -1.60
H6 -1.163 -0.133 -4.061  0.32
C9 1.037 -2.306 -2.770  2.05
C10 -2.054 -2.442 -2.179  2.61
C11 1.376 1.850 2.950  1.75
C12 -0.704 3.534 1.246  2.55
C13 1.582 -3.213 -1.670  -1.69
H7 0.943 -4.088 -1.500  0.30
H8 2.570 -3.570 -1.985  0.52
H9 1.702 -2.709 -0.709  0.10
C14 0.670 -3.131 -3.996  -2.07
H10 0.022 -3.990 -3.791  0.33
H11 0.226 -2.531 -4.798  0.38
H12 1.613 -3.538 -4.388  0.52
C15 2.061 -1.262 -3.204  -1.08
H13 3.028 -1.753 -3.348  0.68
H14 1.780 -0.789 -4.148  0.28
H15 2.202 -0.470 -2.473  -0.44
C16 -1.753 -3.792 -1.530  -2.10
H16 -1.332 -3.684 -0.520  0.30
H17 -2.691 -4.353 -1.436  0.51
H18 -1.067 -4.410 -2.117  0.33
C17 -3.224 -1.787 -1.444  -2.26
H19 -3.054 -1.777 -0.363  0.10
H20 -3.399 -0.757 -1.769  0.30
H21 -4.148 -2.356 -1.614  0.70
C18 -2.495 -2.571 -3.627  -1.92
H22 -1.774 -3.053 -4.281  0.30
H23 -3.401 -3.186 -3.631  0.56
H24 -2.757 -1.602 -4.056  0.38
C19 -1.685 3.300 2.389  -2.20
H25 -2.531 3.992 2.295  0.70
H26 -2.087 2.281 2.343  0.32
H27 -1.247 3.453 3.380  -0.05
C20 -1.458 3.590 -0.093  -1.70
H28 -0.808 3.918 -0.909  0.38
H29 -1.908 2.627 -0.361  0.10
H30 -2.265 4.333 -0.010  0.62
C21 -0.025 4.891 1.426  -1.88
H31 -0.817 5.650 1.407  0.53
H32 0.500 4.997 2.376  0.28
H33 0.664 5.133 0.615  0.33
C22 2.611 0.971 2.770  -1.91
H34 3.367 1.429 2.125  0.34
H35 3.067 0.834 3.757  0.70
H36 2.369 -0.020 2.386  0.15
C23 0.389 1.139 3.879  -1.44
H37 0.034 0.191 3.458  0.02
H38 0.920 0.924 4.816  0.52
H39 -0.485 1.751 4.128  0.28
C24 1.803 3.189 3.544  -1.93
H40 2.440 3.772 2.866  0.30
H41 0.964 3.813 3.874  0.36
H42 2.398 2.972 4.442  0.54
Be1 0.415 0.113 -0.177  -1.43
N2 2.062 -0.370 -0.088  -0.17
C25 3.214 -0.567 -0.159  2.18
C26 4.579 -0.758 -0.301  -0.38
C27 5.307 -1.326 0.765  -0.45
C28 5.207 -0.369 -1.506  -0.29
C29 6.673 -1.505 0.606  -0.73
H43 4.787 -1.612 1.684  0.46
C30 6.573 -0.568 -1.627  -0.82
H44 4.618 0.081 -2.311  0.43
C31 7.309 -1.132 -0.581  -0.39
H45 7.246 -1.941 1.418  0.42
H46 7.068 -0.279 -2.549  0.42
H47 8.385 -1.279 -0.692  0.41
C32 -4.685 1.943 2.216  -0.99
N3 -4.357 0.568 2.503  0.35
C33 -5.019 -0.126 3.478  -0.63
C34 -4.560 -1.415 3.423  -0.60
N4 -3.632 -1.471 2.418  0.31
C35 -3.039 -2.732 2.007  -0.27
C36 -3.438 -0.230 1.866  -0.05
Se1 -2.184 0.361 0.622  -0.24
H48 -4.425 2.578 3.076  0.37
H49 -5.764 2.018 2.017  0.43
H50 -4.141 2.252 1.325  0.30
H51 -5.746 0.315 4.109  0.53
H52 -4.805 -2.302 3.958  0.54
H53 -2.559 -3.193 2.876  0.37
H54 -3.846 -3.381 1.640  0.37
H55 -2.305 -2.572 1.221  -0.40

As for the total charge: +1. The calculation puts the total energy at -130553.4952 eV.